ORCA calculation (wB97M-V/def2-TZVPD) on a gas-phase ion, C7H13Cl2N5 (charge +2) in a non-equilibrium geometry.

Values from the calculation:
E_HOMO (alpha / beta): -0.514 / -0.641 Eh
Spin multiplicity: 3
Orbital gap (alpha / beta): 7.9 / 7.4 eV
E: -1467.86119 a.u.
Total charge: +2
Strongest force on any atom: 5.06 eV Å⁻¹

Cartesian coordinates (Å):
C 0.109 -0.864 0.085
C -0.603 0.526 0.332
C 0.199 -1.191 -1.303
C -1.304 3.420 -0.006
C -1.143 0.570 -2.099
C 2.016 -1.198 1.351
C -0.098 -2.443 2.127
N -0.440 -0.658 -2.253
N -1.105 2.542 -0.922
N -1.050 1.205 -0.767
N -0.647 1.558 -3.099
N 0.704 -1.818 0.977
Cl -0.664 1.039 1.955
Cl 1.207 -2.545 -1.802
H -1.506 4.469 -0.200
H -1.365 3.369 1.100
H -2.210 0.427 -2.303
H 1.878 -0.114 1.644
H 2.474 -1.735 2.128
H 2.624 -1.264 0.490
H -1.219 -2.318 2.177
H 0.094 -3.422 2.227
H 0.281 -1.993 3.072
H -0.978 1.155 -3.937
H 0.432 1.587 -3.041
H -1.013 2.546 -2.912
H 0.942 -2.631 0.417

=====

ORCA calculation (wB97M-V/def2-TZVPD) on a molecular structure, C7H13Cl6F3O5S2 in a non-equilibrium geometry.

Values from the calculation:
E_HOMO: -0.391 Eh
Orbital gap: 10.3 eV
E: -4507.80756 a.u.
Total charge: 0
Strongest force on any atom: 2.91 eV Å⁻¹

Cartesian coordinates (Å):
O 3.547 3.115 0.932
S 3.386 1.768 0.481
O 4.725 0.987 0.936
O 2.301 1.044 1.592
S 1.042 0.325 0.913
O 1.346 -0.316 -0.323
O 0.505 -0.552 1.891
C -0.291 1.615 0.688
F -1.417 0.934 0.607
F -0.294 2.385 1.758
F -0.128 2.316 -0.417
H 5.457 1.382 0.446
Cl 0.038 -5.720 -0.697
C 0.765 -4.150 -1.129
C -0.254 -3.043 -1.177
Cl -1.392 -3.233 -2.540
H 1.270 -4.266 -2.084
H 1.509 -3.924 -0.368
H 0.246 -2.090 -1.314
H -0.835 -2.996 -0.259
Cl -6.641 -1.777 -3.517
C -6.221 -3.509 -3.555
C -4.910 -3.762 -4.251
Cl -5.003 -3.437 -6.002
H -7.037 -4.041 -4.037
H -6.155 -3.842 -2.521
H -4.630 -4.808 -4.138
H -4.115 -3.147 -3.838
Cl 2.663 7.092 5.141
C 3.460 5.827 4.170
C 2.478 4.836 3.604
Cl 1.740 3.819 4.870
H 4.200 5.338 4.798
H 3.978 6.332 3.355
H 2.990 4.167 2.918
H 1.676 5.335 3.066

=====

ORCA calculation (wB97M-V/def2-TZVPD) on 2 unconnected molecules or ions with the total composition C7H13ClF3N3O in a non-equilibrium geometry.

Values from the calculation:
E_HOMO: -0.353 Eh
Orbital gap: 9.5 eV
E: -1273.73443 a.u.
Total charge: 0
Strongest force on any atom: 4.45 eV Å⁻¹
ΔE to the lowest compared entry with this formula, charge and spin: 0.0 kcal/mol

Cartesian coordinates (Å):
C 1.872 -0.630 -0.628
C 1.076 0.488 0.043
C 0.293 1.398 -0.954
C 1.972 1.388 0.954
C 0.002 -0.192 0.996
O -0.156 -0.026 2.190
N -0.892 -0.962 0.282
N -2.025 -1.259 0.894
N -2.903 -1.878 0.218
C -4.171 -2.196 0.691
Cl -5.390 -1.199 -0.279
H 2.136 -1.396 0.089
H 2.807 -0.325 -1.174
H 1.428 -1.162 -1.523
H -0.666 0.997 -1.299
H -0.009 2.238 -0.479
H 0.980 1.776 -1.821
H 1.714 1.285 2.015
H 1.693 2.503 0.715
H 3.016 1.290 0.709
H -0.937 -0.709 -0.741
H -4.572 -3.272 0.493
H -4.283 -1.923 1.785
F -3.738 2.857 -0.943
C -3.691 1.794 -0.176
F -2.500 1.201 -0.354
F -3.773 2.256 1.070
H -4.503 1.142 -0.305

=====

ORCA calculation (wB97M-V/def2-TZVPD) on 2 unconnected molecules or ions with the total composition C7H13ClO3Si in a non-equilibrium geometry.

Values from the calculation:
E_HOMO (alpha / beta): -0.242 / -0.246 Eh
Orbital gap (alpha / beta): 5.1 / 5.3 eV
E: -1249.84652 a.u.
Total charge: 0
Strongest force on any atom: 2.91 eV Å⁻¹
ΔE to the lowest compared entry with this formula, charge and spin: 34.0 kcal/mol

Cartesian coordinates (Å):
C -0.869 1.766 0.607
C -1.606 0.729 1.004
C -0.939 -0.424 1.612
C -3.075 0.605 0.765
C 3.342 -1.561 0.213
C 0.825 1.513 -2.535
C -1.502 -0.963 2.731
O 0.104 -0.895 0.973
O 2.532 -1.725 -0.992
O 1.376 0.317 -2.158
Si 1.276 -1.161 -1.787
Cl 0.783 -2.445 -3.238
H -1.370 2.460 0.042
H 0.257 1.701 0.706
H -3.391 -0.025 -0.042
H -3.666 0.212 1.609
H -3.577 1.573 0.507
H 4.083 -0.679 0.152
H 3.871 -2.548 0.136
H 2.731 -1.345 1.106
H 0.751 1.418 -3.623
H 1.664 2.131 -2.321
H -0.053 1.664 -1.856
H -2.339 -0.425 3.066
H -1.209 -1.895 3.323

=====

ORCA calculation (wB97M-V/def2-TZVPD) on 2 unconnected molecules or ions with the total composition C7H13F in a non-equilibrium geometry.

Values from the calculation:
E_HOMO (alpha / beta): -0.301 / -0.301 Eh
Orbital gap (alpha / beta): 8.1 / 8.1 eV
E: -374.17514 a.u.
Total charge: 0
Strongest force on any atom: 4.68 eV Å⁻¹
ΔE to the lowest compared entry with this formula, charge and spin: 115.7 kcal/mol

Cartesian coordinates (Å):
C 2.008 0.470 0.054
C 1.538 -0.722 -0.086
C 2.963 0.756 1.072
C 1.342 1.586 -0.702
C -2.992 0.353 -0.390
C -2.186 -1.976 0.102
C -1.840 -0.534 0.029
F 2.011 -1.877 0.446
H 3.259 -0.074 1.561
H 2.462 1.314 1.994
H 3.891 1.273 0.749
H 0.285 1.418 -0.797
H 1.758 1.574 -1.649
H 1.409 2.540 -0.170
H -3.723 0.749 0.417
H -2.466 1.199 -0.831
H -3.630 -0.139 -1.164
H -2.235 -2.317 -0.923
H -1.282 -2.483 0.590
H -3.208 -2.152 0.447
H 0.633 -0.958 -0.750

=====

ORCA calculation (wB97M-V/def2-TZVPD) on C7H13F in the gas phase in a non-equilibrium geometry.

Values from the calculation:
E_HOMO: -0.323 Eh
Orbital gap: 9.7 eV
E: -374.32609 a.u.
Total charge: 0
Strongest force on any atom: 3.18 eV Å⁻¹
ΔE to the lowest compared entry with this formula, charge and spin: 21.0 kcal/mol

Cartesian coordinates (Å):
C 2.797 -0.109 0.346
C 1.356 -0.392 -0.075
C 1.082 -1.855 -0.208
C 0.428 0.604 -0.204
C 0.659 2.119 0.002
C -0.987 0.335 -0.554
C -1.893 -0.188 0.526
F -3.246 -0.374 0.061
H 3.118 0.982 0.330
H 3.383 -0.634 -0.519
H 3.030 -0.657 1.242
H -0.014 -2.144 -0.292
H 1.680 -2.301 -1.129
H 1.592 -2.412 0.689
H 1.687 2.285 0.427
H 0.548 2.741 -0.907
H -0.141 2.409 0.640
H -1.098 -0.397 -1.267
H -1.550 1.116 -1.025
H -1.701 -1.197 0.912
H -1.967 0.494 1.358

=====

ORCA calculation (wB97M-V/def2-TZVPD) on a molecular structure, C7H13F6NO17S6Zr in a non-equilibrium geometry.

Values from the calculation:
E_HOMO: -0.087 Eh
Orbital gap: 5.9 eV
E: -4643.93008 a.u.
Total charge: -2
Strongest force on any atom: 7.15 eV Å⁻¹
ΔE to the lowest compared entry with this formula, charge and spin: 0.0 kcal/mol

Cartesian coordinates (Å):
Zr -0.686 -0.062 0.726
S -2.767 1.938 0.557
O -3.413 2.593 -0.571
O -3.173 2.434 1.867
O -2.759 0.429 0.504
O -1.288 1.907 0.444
S -0.323 0.897 3.509
O -1.391 0.165 2.786
O -0.774 2.242 3.732
O 0.036 0.088 4.651
O 0.482 0.832 2.277
O -3.174 -3.742 1.043
C -2.427 -2.793 1.634
O -1.798 -1.976 0.895
O -2.355 -2.793 2.872
H -3.434 -4.339 1.752
C 1.068 -3.822 -0.661
F 1.901 -4.801 -0.430
F 0.583 -3.940 -1.906
F -0.009 -3.907 0.142
S 1.869 -2.070 -0.499
O 3.260 -2.299 -0.273
O 1.605 -1.320 -1.696
N 0.958 -1.429 0.908
S 1.782 -2.042 2.190
O 0.785 -1.972 3.220
O 2.410 -3.326 1.984
C 3.212 -0.815 2.652
F 4.358 -1.474 2.711
F 3.293 0.020 1.595
F 2.980 -0.050 3.698
C 2.539 3.208 -0.092
S 1.528 2.153 -1.189
O 1.071 1.000 -0.375
C 0.226 3.270 -1.913
H 3.466 2.708 0.178
H 1.932 3.553 0.743
H 2.871 4.076 -0.669
H -0.368 2.760 -2.668
H 0.703 4.163 -2.312
H -0.497 3.524 -1.134
C -0.249 0.139 -3.951
S -1.553 -0.286 -2.754
O -0.953 -0.290 -1.377
C -2.713 1.087 -3.068
H 0.216 1.122 -3.964
H -0.658 -0.323 -4.847
H 0.542 -0.514 -3.568
H -2.571 1.969 -2.441
H -3.684 0.668 -2.814
H -2.659 1.441 -4.098

=====

ORCA calculation (wB97M-V/def2-TZVPD) on 2 unconnected molecules or ions with the total composition C7H13FN2 in a non-equilibrium geometry.

Values from the calculation:
E_HOMO: -0.283 Eh
Orbital gap: 8.7 eV
E: -483.75861 a.u.
Total charge: 0
Strongest force on any atom: 5.05 eV Å⁻¹
ΔE to the lowest compared entry with this formula, charge and spin: 47.6 kcal/mol

Cartesian coordinates (Å):
C -3.045 0.305 -0.891
C -2.024 1.028 -0.505
C 0.272 -0.889 -0.063
C 0.191 -1.259 -1.534
C 1.593 1.422 -0.065
C 1.515 -0.248 1.981
C 1.441 -0.024 0.396
N -1.457 -1.640 1.458
N -0.651 -1.311 0.764
F -1.901 1.376 0.793
H -3.927 -0.039 -0.221
H -3.198 0.083 -1.948
H -1.184 1.460 -1.041
H -0.564 -2.092 -1.777
H 1.272 -1.572 -1.778
H -0.037 -0.401 -2.239
H 0.683 2.040 -0.054
H 2.116 1.526 -1.067
H 2.262 1.785 0.737
H 0.444 0.038 2.351
H 2.294 0.246 2.447
H 1.569 -1.406 2.173
H 2.334 -0.429 0.085

=====

ORCA calculation (wB97M-V/def2-TZVPD) on 2 unconnected molecules or ions with the total composition C7H13FN2O3 in a non-equilibrium geometry.

Values from the calculation:
E_HOMO: -0.269 Eh
Orbital gap: 7.9 eV
E: -709.53902 a.u.
Total charge: 0
Strongest force on any atom: 5.69 eV Å⁻¹
ΔE to the lowest compared entry with this formula, charge and spin: 29.7 kcal/mol

Cartesian coordinates (Å):
C 2.090 1.570 -0.535
C 0.635 1.245 -0.505
C -0.018 1.813 -1.683
C -0.045 1.866 0.783
N 0.413 -0.202 -0.234
C -0.829 -0.791 -0.239
O -1.926 0.052 -0.274
C -0.942 -2.157 -0.240
O -2.090 -2.790 -0.481
F 0.171 -2.927 -0.482
H 2.309 2.647 -0.817
H 2.734 1.550 0.427
H 2.684 0.921 -1.178
H 0.531 1.241 -2.538
H 0.025 2.954 -1.707
H -1.104 1.408 -1.709
H 0.288 2.926 0.791
H -1.185 1.996 0.691
H 0.294 1.400 1.607
H 1.125 -0.926 -0.310
H -2.573 -0.517 -0.617
H -1.996 -3.719 -0.203
N 0.352 -1.994 2.605
C -0.555 -2.719 2.454
O -1.433 -3.439 2.342
H 1.048 -1.408 2.050

=====

ORCA calculation (wB97M-V/def2-TZVPD) on a molecular structure, C7H13HfNOP in a non-equilibrium geometry.

Values from the calculation:
E_HOMO (alpha / beta): -0.337 / -0.337 Eh
Orbital gap (alpha / beta): 5.7 / 5.7 eV
E: -793.52481 a.u.
Total charge: +1
Strongest force on any atom: 8.59 eV Å⁻¹
ΔE to the lowest compared entry with this formula, charge and spin: 8.6 kcal/mol

Cartesian coordinates (Å):
C 0.628 0.701 -2.635
C 1.940 -0.101 -2.624
C 2.679 0.365 -1.419
C 1.788 1.320 -0.656
C 0.451 1.447 -1.384
Hf 0.845 -0.612 -0.842
P -1.923 -0.363 -1.274
H -0.005 0.509 -3.496
H 2.254 -1.008 -3.254
H 3.686 0.022 -1.160
H -0.284 2.238 -1.137
H 2.024 1.773 0.336
H -2.850 -1.339 -0.787
H -2.324 -0.334 -2.644
H -2.562 0.871 -0.894
C -1.225 0.374 2.476
C -0.322 -0.787 2.248
N -0.310 -1.759 3.156
O 0.467 -0.963 1.257
H -1.574 0.280 3.503
H -2.098 0.308 1.825
H -0.672 1.306 2.364
H 0.271 -2.575 3.033
H -0.884 -1.675 4.007